Record 1
{
  "formula": "C8H25BN7O3",
  "method": "wB97M-V/def2-TZVPD",
  "charge": -1,
  "orbital_gap_ha": 0.19804,
  "energy_ha": -953.8272,
  "e_lumo_ev": 2.596,
  "e_homo_ev": -2.793,
  "symbols": ["N", "B", "O", "N", "C", "C", "N", "N", "N", "H", "H", "H", "H", "H", "H", "H", "H", "H", "H", "H", "C", "C", "O", "N", "C", "H", "H", "H", "H", "H", "H", "H", "C", "C", "O", "N", "C", "H", "H", "H", "H", "H", "H", "H"],
  "xyz": [[4.2225, 1.0087, 2.6453], [3.1420, 1.9526, 2.1065], [3.3966, 3.3141, 2.4761], [2.0740, 1.6325, 1.3119], [1.4735, 0.3415, 1.2828], [0.0369, 0.3834, 1.8366], [-0.8755, 1.0252, 0.8724], [0.0521, 1.0803, 3.1162], [-0.4581, -0.9839, 2.0274], [4.5553, 0.4574, 1.8608], [3.8191, 0.3241, 3.2783], [2.9142, 3.8431, 1.8390], [1.3798, -0.0471, 0.2553], [2.0148, -0.4448, 1.8528], [-0.4582, 0.9616, -0.0512], [-0.8991, 2.0139, 1.0877], [-0.8900, 1.0647, 3.4998], [0.3203, 2.0482, 2.9620], [-0.0492, -1.3481, 2.8813], [-1.4642, -0.9389, 2.1563], [-4.0423, 0.0113, 0.0200], [-5.0096, 1.0561, 0.5203], [-4.6812, 2.0070, 1.2033], [-6.3289, 0.8991, 0.1711], [-6.9258, -0.1470, -0.6239], [-3.0273, 0.2439, 0.3476], [-4.3273, -0.9735, 0.3967], [-4.0546, -0.0195, -1.0717], [-6.9252, 1.6254, 0.5336], [-7.4055, 0.2570, -1.5195], [-7.6795, -0.6989, -0.0560], [-6.1633, -0.8511, -0.9411], [2.8752, -0.6337, -4.0173], [2.6932, -1.2751, -2.6574], [1.8471, -0.9010, -1.8752], [3.5381, -2.2988, -2.3264], [4.6055, -2.8679, -3.1114], [2.1350, 0.1556, -4.1042], [3.8714, -0.2011, -4.1182], [2.7293, -1.3577, -4.8209], [3.3694, -2.6632, -1.4014], [4.4403, -3.9325, -3.2968], [5.5702, -2.7569, -2.6101], [4.6694, -2.3668, -4.0730]]
}

=====

Record 2
{
  "formula": "C16H30NO6S4",
  "method": "wB97M-V/def2-TZVPD",
  "charge": 1,
  "orbital_gap_ha": 0.16937,
  "energy_ha": -2725.9268,
  "e_lumo_ev": -5.606,
  "e_homo_ev": -10.215,
  "symbols": ["C", "C", "N", "C", "C", "C", "C", "O", "O", "C", "C", "H", "H", "H", "H", "H", "H", "C", "S", "O", "C", "H", "H", "H", "H", "H", "H", "C", "S", "O", "C", "H", "H", "H", "H", "H", "H", "C", "S", "O", "C", "H", "H", "H", "H", "H", "H", "C", "S", "O", "C", "H", "H", "H", "H", "H", "H"],
  "xyz": [[-2.5152, -0.5329, -1.3142], [-3.7939, -0.8069, -1.5441], [-5.0350, -1.6047, -1.8020], [-5.8465, -1.9252, -0.6041], [-7.1577, -2.7936, -0.7372], [-7.5785, -3.3047, -2.1917], [-8.9496, -4.1669, -2.2809], [-9.7884, -4.0341, -3.2269], [-9.2061, -5.0812, -1.1825], [-6.6702, -2.9374, -3.4294], [-5.3755, -2.0476, -3.1522], [-1.3645, -0.4289, -1.1335], [-5.4878, -1.5483, 0.4213], [-7.8182, -3.0867, 0.1718], [-8.3477, -5.4614, -0.8507], [-6.9737, -3.3181, -4.4783], [-4.6752, -1.7309, -4.0065], [2.1400, 2.1914, -2.5417], [0.6661, 1.1491, -2.5384], [0.0493, 1.2423, -1.1744], [1.5510, -0.4238, -2.6262], [1.8279, 3.2333, -2.4545], [2.7810, 1.9340, -1.6967], [2.6814, 2.0539, -3.4796], [2.2289, -0.5184, -1.7754], [2.1122, -0.4747, -3.5613], [0.8206, -1.2346, -2.5991], [-2.6474, -1.4756, 2.0658], [-0.9777, -2.1676, 2.0882], [-0.7043, -2.7260, 0.7273], [-1.3684, -3.5553, 3.1768], [-2.6529, -0.6057, 1.4072], [-3.3545, -2.2188, 1.6905], [-2.9279, -1.1664, 3.0745], [-2.1550, -4.1685, 2.7321], [-1.6912, -3.1769, 4.1488], [-0.4680, -4.1582, 3.3051], [3.7768, 3.7039, 2.1378], [2.4942, 3.6386, 0.8680], [2.9831, 4.4273, -0.3066], [1.3027, 4.6678, 1.7542], [4.6467, 3.1505, 1.7806], [4.0604, 4.7409, 2.3284], [3.4065, 3.2412, 3.0544], [1.7406, 5.6448, 1.9686], [1.0139, 4.1733, 2.6838], [0.4206, 4.7963, 1.1245], [8.7369, 3.1657, 1.3013], [7.2624, 2.1222, 1.3044], [6.6480, 2.2160, 2.6651], [8.1479, 0.5498, 1.2165], [8.4235, 4.2073, 1.3883], [9.3777, 2.9081, 2.1468], [9.2786, 3.0286, 0.3636], [8.8256, 0.4554, 2.0674], [8.7093, 0.4990, 0.2815], [7.4175, -0.2605, 1.2435]]
}

=====

Record 3
{
  "formula": "C4H7NO",
  "method": "wB97M-V/def2-TZVPD",
  "charge": 0,
  "orbital_gap_ha": 0.38295,
  "energy_ha": -286.5238,
  "smiles": "O[C@H]1CN2C[C@@H]12",
  "e_lumo_ev": 0.924,
  "e_homo_ev": -9.497,
  "symbols": ["O", "C", "C", "N", "C", "C", "H", "H", "H", "H", "H", "H", "H"],
  "xyz": [[-1.5752, -0.8364, 0.9789], [-1.0426, -0.0085, -0.0271], [-0.1675, 1.2682, 0.2310], [0.9018, 0.7579, -0.6811], [1.3895, -0.4323, 0.0003], [0.1454, -0.5310, -0.7951], [-1.0647, -1.6570, 0.9786], [-1.8697, 0.2895, -0.6781], [0.2074, 1.4819, 1.2381], [-0.6156, 2.1754, -0.1824], [1.3599, -0.4445, 1.0899], [2.2880, -0.8516, -0.4425], [0.1007, -1.1225, -1.7060]]
}

=====

Record 4
{
  "formula": "C25H32F14IN5O10P",
  "method": "wB97M-V/def2-TZVPD",
  "charge": 1,
  "orbital_gap_ha": 0.32029,
  "energy_ha": -4035.0594,
  "e_lumo_ev": -3.428,
  "e_homo_ev": -12.144,
  "symbols": ["C", "C", "I", "C", "C", "C", "C", "O", "N", "P", "N", "O", "C", "N", "C", "C", "C", "F", "F", "C", "F", "F", "C", "F", "F", "C", "F", "F", "C", "F", "F", "C", "F", "F", "F", "N", "C", "O", "N", "C", "O", "F", "C", "O", "C", "C", "C", "C", "O", "O", "H", "H", "H", "H", "H", "H", "H", "H", "H", "H", "H", "H", "H", "H", "H", "H", "H", "H", "H", "H", "H", "H", "H", "H", "H", "H", "H", "H", "C", "C", "O", "C", "O", "O", "H", "H", "H", "H"],
  "xyz": [[3.8641, -0.5158, 4.3165], [2.3525, -0.4579, 4.4651], [1.5365, -2.4504, 4.3122], [1.5576, 0.6064, 3.6956], [1.6951, 0.8566, 2.1709], [3.0828, 1.2772, 1.6916], [3.8115, 2.3610, 2.5063], [4.2032, 3.3662, 1.5650], [1.1443, -0.3702, 1.4534], [1.9277, -1.5444, 0.3871], [2.7659, -0.5912, -0.7602], [3.1434, -1.9867, 1.3925], [-0.1764, -0.1213, 1.2296], [-1.1661, -0.9770, 1.2095], [-1.0268, -2.4247, 1.3912], [-2.0345, -3.3286, 0.6882], [-2.0615, -3.2655, -0.8389], [-1.6947, -4.4877, -1.3417], [-1.1512, -2.3695, -1.3210], [-3.4610, -3.0186, -1.4805], [-3.3063, -3.0630, -2.8193], [-4.2353, -4.0441, -1.0635], [-4.2042, -1.7006, -1.1351], [-4.5099, -1.7388, 0.1900], [-3.3452, -0.6607, -1.3070], [-5.5437, -1.4759, -1.9566], [-5.8800, -2.6437, -2.5289], [-6.5230, -1.1305, -1.1085], [-5.4728, -0.4066, -3.0885], [-6.5106, -0.6492, -3.9033], [-4.3347, -0.5802, -3.7776], [-5.5839, 1.0845, -2.5918], [-5.3715, 1.1553, -1.2741], [-4.6773, 1.8251, -3.2065], [-6.7812, 1.5739, -2.8466], [-0.4698, 1.2333, 1.0569], [-0.7763, 1.5034, -0.3373], [-1.7500, 2.1005, -0.6586], [0.0810, 0.8455, -1.2175], [-0.2260, 1.0279, -2.6055], [0.0638, 1.9441, -3.2768], [-0.8686, -0.0417, -3.0475], [0.5768, 1.9815, 1.7754], [-0.1309, 2.4401, 2.9229], [1.0634, 3.2016, 0.9968], [0.0129, 4.3192, 0.8371], [0.3970, 5.2488, -0.3332], [0.2223, 6.6866, 0.0886], [1.1000, 7.3442, 0.5654], [-1.0432, 7.1766, -0.1166], [4.2674, -1.1724, 5.0915], [4.1912, -0.9203, 3.3625], [4.2845, 0.4739, 4.5088], [2.1435, -0.2433, 5.5144], [0.5046, 0.4111, 3.9007], [1.8049, 1.5429, 4.2029], [3.7122, 0.3875, 1.6997], [3.0485, 1.6123, 0.6582], [3.1791, 2.8055, 3.2802], [4.7089, 1.9364, 2.9611], [4.6407, 4.0877, 2.0375], [2.8784, -1.1299, -1.6165], [3.6752, -0.2494, -0.4749], [3.9283, -2.1946, 0.8626], [-2.0884, -0.5729, 1.0823], [-1.1175, -2.6335, 2.4608], [-0.0270, -2.7078, 1.0915], [-1.6825, -4.3297, 0.9507], [-3.0440, -3.2399, 1.0860], [1.0742, 1.0081, -1.0615], [0.4515, 2.9938, 3.4607], [1.9250, 3.6285, 1.5138], [1.4571, 2.9263, 0.0125], [-0.9972, 3.9259, 0.7422], [0.0242, 4.9018, 1.7635], [-0.2209, 5.0612, -1.2115], [1.4553, 5.1387, -0.5810], [-1.4782, 7.3080, 0.7399], [1.0338, -4.7918, -4.6071], [1.0951, -4.4370, -3.1323], [2.4756, -4.6427, -2.8268], [3.1938, -4.5318, -3.9761], [4.3756, -4.4688, -4.0260], [2.3617, -4.4804, -5.0413], [0.3112, -4.2079, -5.1700], [0.8477, -5.8538, -4.7717], [0.8493, -3.3884, -2.9462], [0.4722, -5.0683, -2.5063]]
}

=====

Record 5
{
  "formula": "C18H33O3P3Pt",
  "method": "wB97M-V/def2-TZVPD",
  "charge": 4,
  "orbital_gap_ha": [0.24273, 0.19471],
  "energy_ha": -2072.9555,
  "spin_multiplicity": 5,
  "e_lumo_ev": [-13.281, -16.553],
  "e_homo_ev": [-19.886, -21.851],
  "symbols": ["P", "C", "H", "H", "H", "C", "H", "H", "H", "C", "H", "H", "H", "P", "C", "H", "H", "H", "C", "H", "H", "H", "C", "H", "H", "H", "P", "C", "H", "H", "H", "C", "H", "H", "H", "C", "H", "H", "H", "Pt", "C", "O", "C", "O", "C", "C", "C", "C", "C", "C", "H", "H", "H", "H", "H", "H", "O", "C"],
  "xyz": [[-3.0197, -0.9077, -0.7229], [-3.7064, -1.2244, -2.4060], [-4.7910, -1.3456, -2.3194], [-3.2687, -2.1452, -2.8029], [-3.4873, -0.4028, -3.0910], [-3.7777, -2.3946, 0.0716], [-4.8144, -2.4977, -0.2753], [-3.7578, -2.2785, 1.1640], [-3.1925, -3.2802, -0.2188], [-4.3711, 0.2535, -0.1996], [-5.3442, -0.1708, -0.4881], [-4.2597, 1.2410, -0.6657], [-4.3444, 0.3739, 0.8885], [0.8826, 2.7670, -1.3480], [0.9550, 3.4367, -3.0280], [1.3261, 4.4763, -2.9746], [-0.0481, 3.4270, -3.4818], [1.6526, 2.8393, -3.6386], [-0.2430, 3.8566, -0.4359], [0.0075, 4.8992, -0.6632], [-0.1400, 3.6823, 0.6516], [-1.2872, 3.6588, -0.7361], [2.5541, 3.1424, -0.7418], [2.8149, 4.1595, -1.0858], [3.2876, 2.4240, -1.1627], [2.5909, 3.1116, 0.3629], [1.9202, -2.3768, -0.8039], [2.6402, -2.8574, -2.4350], [3.4098, -3.6213, -2.2781], [3.0824, -2.0046, -2.9537], [1.8426, -3.2718, -3.0600], [3.5494, -2.1650, 0.0579], [4.2187, -2.9938, -0.2064], [3.3895, -2.1711, 1.1420], [4.0257, -1.2189, -0.2219], [1.6738, -4.1214, -0.2223], [2.5358, -4.7289, -0.5397], [0.7533, -4.5200, -0.6730], [1.5870, -4.1438, 0.8736], [0.2463, 0.5707, -1.3930], [-1.4331, 1.0689, -2.0359], [-2.4526, 1.4448, -2.5050], [2.0302, 0.1968, -1.8946], [3.1440, 0.1104, -2.2324], [1.5856, 0.3162, 3.4317], [0.6480, -0.7690, 3.4409], [-0.9025, -0.3642, 3.4169], [-1.1931, 1.0517, 3.3914], [-0.1996, 2.0010, 3.4320], [1.1624, 1.6215, 3.4604], [2.6355, 0.0380, 3.4325], [0.9158, -1.7754, 3.0940], [-1.5969, -1.0947, 2.9635], [-2.2516, 1.3347, 3.3337], [-0.4613, 3.0697, 3.4530], [1.9108, 2.4241, 3.4820], [-0.3757, -1.2581, 5.7618], [-0.2583, -0.8940, 4.6351]]
}

=====

Record 6
{
  "formula": "C3H8N2S",
  "method": "wB97M-V/def2-TZVPD",
  "charge": 0,
  "orbital_gap_ha": 0.33272,
  "energy_ha": -626.7885,
  "smiles": "CNC(=S)CN",
  "e_lumo_ev": 0.752,
  "e_homo_ev": -8.302,
  "symbols": ["C", "C", "C", "H", "H", "H", "H", "H", "H", "H", "H", "N", "N", "S"],
  "xyz": [[-2.4204, -0.6627, -0.1281], [0.0374, -0.1317, 0.1306], [1.4703, -0.7614, 0.4786], [-2.9438, -1.5759, -0.2386], [-2.7727, -0.1501, 0.7909], [-2.6013, 0.0806, -0.9572], [-0.6958, -1.9634, -0.1721], [1.6814, -0.5356, 1.5357], [1.4370, -1.7815, 0.3926], [2.4089, -0.6613, -1.2919], [2.4819, 0.7093, -0.4595], [-0.9551, -0.9949, -0.0850], [2.5772, -0.2821, -0.3603], [-0.3047, 1.5095, 0.0394]]
}